1:
ORCA calculation (ωB97M-V/def2-TZVPD) on a 2-piece molecular cluster, C15H18O overall.

As for the SMILES: CCc1ccc(O)cc1.Cc1ccccc1. The calculation puts the HOMO energy at -0.3142 Ha. Its gap between HOMO and LUMO is 9.413 eV. The molecular weight comes out at 214.3 g mol⁻¹. The net charge is 0.

Last column: Mulliken charge in e.
Element x y z (Å)
C  0.280  3.288  -2.133  -0.8565
C  -0.483  2.180  -2.816  -0.7619
C  1.018  2.918  -0.867  0.5165
C  0.555  3.423  0.351  -0.4878
C  2.014  1.947  -0.901  -0.4589
C  1.011  2.927  1.543  -0.6651
C  2.580  1.501  0.312  -0.6004
C  2.037  1.983  1.497  0.7846
O  2.496  1.458  2.699  -0.5549
H  1.093  3.649  -2.785  0.3295
H  -0.392  4.134  -1.994  0.3562
H  0.207  1.545  -3.391  0.2770
H  -0.206  4.193  0.324  0.3114
H  2.449  1.635  -1.842  0.3977
H  0.509  3.102  2.486  0.4031
H  3.269  0.680  0.454  0.3173
H  3.434  1.411  2.645  0.3080
H  -1.270  2.519  -3.480  0.3576
H  -0.828  1.420  -2.106  0.0392
C  -1.540  -5.128  1.449  -1.3099
C  -2.362  -1.730  -0.062  -0.3837
C  -1.102  -1.113  -0.031  0.0320
C  -2.532  -2.995  0.446  -0.4746
C  -1.430  -3.715  0.903  0.7576
C  -0.027  -1.805  0.464  -0.3987
C  -0.173  -3.131  0.891  -0.6383
H  -3.169  -1.182  -0.533  0.3702
H  -0.987  -0.160  -0.530  0.0762
H  -3.528  -3.422  0.454  0.3778
H  0.965  -1.382  0.419  0.3685
H  -1.844  -5.890  0.730  0.3062
H  -2.174  -5.120  2.335  0.2967
H  0.701  -3.611  1.308  0.2635
H  -0.572  -5.529  1.761  0.3440

2:
ORCA calculation (ωB97M-V/def2-TZVPD) on a 2-piece molecular cluster, C15H18O overall.

As for the SMILES: Cc1ccc(O)cc1.CCc1ccccc1. The calculation puts the HOMO energy at -0.3149 Ha. Its gap between HOMO and LUMO is 9.343 eV. The molecular weight comes out at 214.3 g mol⁻¹. The net charge is 0.

Last column: Mulliken charge in e.
Element x y z (Å)
C  1.621  0.735  -3.475  -0.8544
C  0.131  0.492  -3.676  -1.0923
C  2.066  0.227  -2.118  0.5829
C  2.012  1.042  -1.001  -0.4567
C  2.582  -1.062  -1.987  -0.4128
C  2.295  0.547  0.272  -0.3251
C  3.066  -1.469  -0.753  -0.3908
C  2.915  -0.693  0.383  -0.7162
H  2.161  0.165  -4.226  0.3620
H  1.840  1.803  -3.550  0.3171
H  -0.488  1.085  -3.012  0.2812
H  1.659  2.064  -1.078  0.3633
H  2.607  -1.771  -2.802  0.3751
H  1.845  1.067  1.103  0.5273
H  3.582  -2.420  -0.721  0.3547
H  3.108  -1.090  1.366  0.4028
H  -0.129  -0.532  -3.386  0.3433
H  -0.201  0.629  -4.701  0.3552
C  -3.554  1.595  1.027  -1.4274
C  -1.382  0.266  1.112  -0.4304
C  -2.579  0.648  1.693  0.4179
C  -0.597  -0.735  1.690  -0.5432
C  -0.995  -1.284  2.887  0.3287
C  -3.019  -0.026  2.836  -0.5070
C  -2.203  -0.933  3.484  -0.5335
O  -0.220  -2.252  3.507  -0.5794
H  -1.104  0.704  0.166  0.4339
H  0.264  -1.153  1.171  0.7002
H  -3.243  1.903  0.031  0.3483
H  -3.694  2.468  1.666  0.3220
H  -4.015  0.198  3.180  0.3849
H  0.689  -1.901  3.574  0.3181
H  -2.485  -1.453  4.389  0.3893
H  -4.534  1.138  0.950  0.3609

On energetic grounds, 2 is preferred over the next structure by 0.0081 hartree.

1:
ORCA calculation (ωB97M-V/def2-TZVPD) on one molecule with the formula C2H2N2OS.

The calculation puts the HOMO energy (alpha / beta) at -0.3108 / -0.3108 Ha. Its gap between HOMO and LUMO (alpha / beta) is 8.051 / 8.051 eV. The molecular weight comes out at 102.1 g mol⁻¹. The net charge is 0.

Last column: Mulliken charge in e.
Element x y z (Å)
C  2.419  2.914  -0.279  0.4141
C  0.030  -0.336  -0.252  -0.5058
N  2.002  1.818  -0.519  0.0613
N  2.184  0.811  -1.373  -0.3630
O  2.611  3.976  0.156  -0.4179
S  1.226  -0.437  -1.369  0.2248
H  -0.653  -1.155  -0.184  0.2954
H  -0.057  0.513  0.398  0.2912

2:
ORCA calculation (ωB97M-V/def2-TZVPD) on a 2-piece molecular cluster, C2H2N2OS overall.

The calculation puts the HOMO energy at -0.3672 Ha. Its gap between HOMO and LUMO is 8.748 eV. The molecular weight comes out at 102.1 g mol⁻¹. The net charge is 0.

Last column: Mulliken charge in e.
Element x y z (Å)
C  0.426  0.012  -0.442  0.5541
C  -1.202  0.085  0.907  0.0498
H  2.263  -1.688  -1.355  0.1891
H  -2.058  -0.169  1.648  0.3081
N  -0.316  -0.797  0.238  -0.4600
N  -0.904  1.365  0.788  -0.2430
O  0.334  1.290  0.057  -0.1628
S  1.456  -0.098  -1.841  -0.2351

On energetic grounds, 1 is preferred over the next structure by 0.0156 hartree.

1:
ORCA calculation (ωB97M-V/def2-TZVPD) on a 4-piece molecular cluster, C3H14N2O2S overall.

The calculation puts the HOMO energy at -0.3225 Ha. Its gap between HOMO and LUMO is 4.706 eV. The molecular weight comes out at 142.2 g mol⁻¹. The net charge is 0.

Last column: Mulliken charge in e.
Element x y z (Å)
N  -0.281  1.515  0.599  -0.4292
C  -0.998  0.455  1.267  -0.2009
C  -2.346  0.248  0.571  -0.6674
S  -2.222  0.021  -1.131  0.0229
C  -0.283  -0.913  1.020  -0.1933
N  1.009  -0.820  1.598  -0.4969
H  -0.580  1.590  -0.370  0.2738
H  0.453  1.479  -3.270  0.2457
H  0.239  0.873  -2.908  -0.2692
H  -1.091  0.600  2.349  0.3355
H  -3.018  1.105  0.767  0.3837
H  -2.764  -0.634  1.071  0.3708
H  -0.819  -1.732  1.512  0.4276
H  -0.328  -1.048  -0.085  0.0600
H  1.471  -1.711  1.786  0.3511
H  1.649  -0.496  0.824  0.2304
H  3.132  0.713  -0.531  0.0990
H  0.748  1.449  0.634  0.3743
O  2.235  0.598  -0.234  -0.9294
H  1.372  -1.543  -2.478  0.3090
H  1.521  -0.552  -1.279  0.3531
O  0.901  -1.197  -1.712  -0.6506

2:
ORCA calculation (ωB97M-V/def2-TZVPD) on a 4-piece molecular cluster, C3H14N2O2S overall.

The calculation puts the HOMO energy at -0.3351 Ha. Its gap between HOMO and LUMO is 5.273 eV. The molecular weight comes out at 142.2 g mol⁻¹. The net charge is 0.

Last column: Mulliken charge in e.
Element x y z (Å)
N  -0.491  0.615  1.373  -0.6684
C  0.500  -0.379  1.295  0.1371
C  1.965  0.103  0.859  -0.6849
S  2.320  -0.079  -0.873  -0.0998
C  0.017  -1.503  0.361  -0.7100
N  -1.331  -1.901  0.750  -0.6742
H  -0.316  1.182  2.201  0.2182
H  1.519  2.926  -1.430  -0.0026
H  1.471  3.093  -0.708  0.0162
H  0.604  -0.824  2.303  0.5070
H  2.108  1.145  1.157  0.3473
H  2.676  -0.534  1.416  0.3868
H  0.680  -2.352  0.395  0.3851
H  0.034  -1.068  -0.659  0.3406
H  -1.811  -2.251  -0.068  0.2962
H  -1.788  -1.062  1.096  0.2883
H  0.099  1.195  -1.425  0.2005
H  -0.761  1.188  -0.100  0.3806
O  -0.811  1.337  -1.123  -0.7246
H  -2.677  -0.377  -2.929  0.2910
H  -1.742  0.173  -1.798  0.4378
O  -2.263  -0.626  -2.092  -0.6681

On energetic grounds, 2 is preferred over the next structure by 0.0268 hartree.